(1)
This record from the Open Molecules 2025 dataset describes a cluster of 12 separate species, C3H29NO14 in total. The level of theory is wB97M-V/def2-TZVPD.

## Properties
Kohn-Sham gap in eV: 10.045
SMILES string: O=C(O)NCCO.O.O.O.O.O.O.O.O.O.O.O

Each line ends with the Mulliken charge.
Element x y z (Å)
O  1.47  0.37  -0.09  -0.444
C  0.28  0.16  -0.43  -0.418
O  0.08  -0.71  -1.43  -0.127
N  -0.77  0.61  0.24  0.715
C  -2.18  0.60  -0.28  -0.411
C  -2.72  2.01  0.17  -0.550
O  -3.30  2.12  1.43  -0.533
H  1.00  -0.84  -1.78  0.314
H  -0.58  1.00  1.19  0.097
H  -2.62  -0.22  0.30  0.318
H  -2.21  0.40  -1.38  0.282
H  -2.00  2.77  -0.15  0.269
H  -3.64  2.18  -0.42  0.329
H  -2.72  2.24  2.19  0.312
O  -0.62  -4.44  0.83  -0.615
H  0.27  -4.16  0.61  0.352
H  -0.88  -4.13  1.70  0.290
O  1.21  -3.22  -1.45  -0.475
H  0.46  -3.50  -1.98  0.272
H  1.90  -3.78  -1.83  0.243
O  0.52  0.22  4.05  -0.618
H  0.47  1.06  4.54  0.284
H  1.46  0.20  3.84  0.304
O  -1.73  -0.43  2.51  -0.525
H  -1.84  -1.37  2.37  0.263
H  -1.15  -0.40  3.27  0.281
O  -0.98  -2.69  -3.41  -0.712
H  -1.11  -1.81  -3.82  0.390
H  -1.03  -2.32  -2.52  0.317
O  1.58  -2.58  1.48  -0.648
H  1.52  -2.78  0.54  0.274
H  1.19  -1.73  1.70  0.313
O  2.55  2.96  -1.46  -0.656
H  2.46  2.05  -1.14  0.314
H  3.16  3.34  -0.82  0.303
O  -1.27  0.41  -3.86  -0.682
H  -2.00  1.00  -3.64  0.348
H  -0.78  0.50  -3.02  0.323
O  -0.47  3.12  -1.78  -0.605
H  0.34  3.28  -1.27  0.303
H  -0.27  3.33  -2.70  0.296
O  1.11  2.46  2.14  -0.623
H  1.50  1.85  1.50  0.238
H  1.62  3.22  2.40  0.254
O  3.91  -0.60  0.50  -0.703
H  3.79  -1.44  0.97  0.320
H  3.04  -0.31  0.19  0.425

=====

(2)
This record from the Open Molecules 2025 dataset describes the molecule C3H8N2O2. The level of theory is wB97M-V/def2-TZVPD.

## Properties
Kohn-Sham gap in eV: 10.143
SMILES string: NC(=O)CNCO

Each line ends with the Mulliken charge.
Element x y z (Å)
N  -0.60  -0.62  -2.56  -0.371
C  -0.05  0.17  -1.61  0.523
O  0.52  1.21  -1.87  -0.615
C  -0.26  -0.35  -0.20  -0.410
N  -0.13  0.73  0.76  -0.483
C  0.74  0.40  1.91  -0.412
O  0.14  -0.35  2.91  -0.497
H  -0.74  -0.22  -3.47  0.243
H  -1.08  -1.49  -2.46  0.191
H  -1.23  -0.84  -0.11  0.264
H  0.51  -1.13  -0.11  0.267
H  0.28  1.53  0.28  0.290
H  1.60  -0.06  1.44  0.395
H  1.10  1.36  2.28  0.292
H  -0.81  -0.36  2.82  0.323

=====

(3)
This record from the Open Molecules 2025 dataset describes the molecule C17H13Cl2N3OS. The level of theory is wB97M-V/def2-TZVPD.

## Properties
Kohn-Sham gap in eV: 7.563
SMILES string: C/C(=N\NC(=S)Nc1ccc(Cl)cc1Cl)c1cc2ccccc2o1

Each line ends with the Mulliken charge.
Element x y z (Å)
C  -1.62  1.82  -1.51  -1.313
C  -0.77  1.24  -0.33  0.422
N  -0.72  -0.04  -0.01  -0.409
N  -1.62  -0.90  -0.60  0.021
C  -1.82  -2.18  -0.13  0.457
S  -3.29  -2.60  -0.50  -0.499
N  -0.81  -2.95  0.34  -0.320
C  -0.50  -4.16  -0.38  0.103
C  -1.43  -5.09  -0.68  -0.533
C  -1.12  -6.06  -1.65  -0.364
C  0.10  -6.22  -2.20  -0.014
Cl  0.24  -7.48  -3.43  -0.207
C  1.15  -5.38  -1.79  -0.249
C  0.89  -4.24  -0.92  0.029
Cl  2.11  -3.00  -0.53  -0.199
C  -0.04  2.24  0.51  0.579
C  0.28  3.53  0.02  -0.590
C  0.96  4.27  0.98  0.634
C  1.51  5.49  0.99  -0.461
C  2.12  5.99  2.14  -0.574
C  2.29  5.09  3.22  -0.321
C  1.80  3.70  3.18  -0.715
C  1.15  3.36  2.02  0.196
O  0.51  2.16  1.76  -0.509
H  -2.51  1.18  -1.69  0.317
H  -1.99  2.93  -1.33  0.303
H  -0.95  1.97  -2.34  0.358
H  -2.40  -0.44  -1.05  0.188
H  0.03  -2.37  0.72  0.374
H  -2.37  -5.25  -0.25  0.593
H  -1.94  -6.63  -1.92  0.460
H  2.17  -5.44  -2.17  0.383
H  -0.05  3.82  -0.95  0.481
H  1.50  6.18  0.19  0.424
H  2.44  7.06  2.06  0.312
H  2.93  5.34  4.08  0.338
H  1.75  3.05  4.12  0.304

=====

(4)
This record from the Open Molecules 2025 dataset describes a structure of composition C49H58Ge2N6OP2Rh. The level of theory is wB97M-V/def2-TZVPD.

## Properties
Total charge: +1
Kohn-Sham gap (spin up / spin down) in eV: 4.365 / 3.785
Multiplicity: 5
<S²>: 6.05

Each line ends with the Mulliken charge.
Element x y z (Å)
Rh  1.66  0.91  1.27  0.740
C  4.02  -1.63  4.23  -1.209
C  2.91  -0.43  4.35  -0.512
Ge  3.20  1.09  3.21  1.162
C  2.81  2.90  3.76  -0.507
C  3.96  3.48  4.67  -1.352
C  5.04  1.05  2.61  -0.360
C  5.37  0.90  1.33  0.314
Ge  3.86  0.27  0.27  0.264
C  3.76  1.20  -1.43  0.105
C  4.84  0.60  -2.30  -1.351
C  3.58  -1.72  -0.11  -0.614
C  2.68  -1.90  -1.36  -1.292
C  6.78  1.18  0.88  -0.783
C  7.02  2.43  0.44  -0.048
C  8.28  2.75  -0.07  -0.684
C  9.24  1.67  -0.35  -0.503
C  8.93  0.40  0.09  -0.711
C  7.73  0.15  0.74  -0.040
H  3.90  -2.25  3.28  0.169
H  3.80  -2.26  5.15  0.387
H  4.91  -1.15  4.34  0.450
H  2.94  -0.16  5.39  0.805
H  1.96  -0.91  3.96  0.011
H  1.88  3.12  4.30  0.193
H  2.83  3.48  2.90  0.434
H  3.99  3.10  5.67  0.387
H  3.77  4.57  4.63  0.388
H  4.89  3.12  4.20  0.291
H  5.91  1.23  3.29  0.405
H  3.90  2.27  -1.32  0.602
H  2.70  1.08  -1.89  -0.301
H  4.34  -0.29  -2.66  0.325
H  5.84  0.50  -1.87  0.180
H  5.13  1.18  -3.15  0.389
H  2.96  -2.12  0.76  0.015
H  4.59  -2.06  -0.34  0.936
H  3.28  -2.16  -2.23  0.359
H  2.24  -0.96  -1.59  -0.050
H  1.81  -2.46  -1.11  0.660
H  6.33  3.27  0.59  0.367
H  8.32  3.80  -0.37  0.368
H  10.17  1.89  -0.88  0.389
H  9.67  -0.39  0.08  0.419
H  7.45  -0.83  1.11  0.431
C  -4.07  0.34  -0.87  -1.455
N  -4.41  -0.72  -1.84  1.106
C  -3.57  -0.95  -2.94  -1.096
P  -1.78  -0.98  -2.55  1.493
C  -1.44  0.81  -2.73  0.235
C  -0.31  1.26  -2.06  0.671
C  -0.01  2.61  -2.07  -0.131
C  -0.68  3.51  -2.86  -0.717
C  -1.75  3.05  -3.58  -0.702
C  -2.14  1.71  -3.55  -0.664
C  -1.23  -1.89  -4.03  0.346
C  -1.65  -3.21  -4.16  -0.468
C  -1.16  -4.04  -5.07  -0.808
C  -0.19  -3.69  -5.94  -0.453
C  0.41  -2.39  -5.83  -0.705
C  -0.10  -1.50  -4.78  -0.251
C  -5.78  -0.96  -2.18  -0.444
C  -6.26  -2.23  -2.21  -0.028
C  -7.50  -2.53  -2.71  -0.936
C  -8.28  -1.43  -3.12  -0.384
C  -7.84  -0.15  -2.95  -1.029
C  -6.52  0.13  -2.56  0.109
P  -3.80  -0.59  0.76  -0.164
C  -5.29  -0.11  1.73  0.357
C  -6.39  -0.91  1.68  -0.113
C  -7.54  -0.70  2.48  -0.955
C  -7.45  0.33  3.40  -0.371
C  -6.35  1.19  3.43  -0.899
C  -5.31  0.95  2.58  0.308
C  -2.49  0.35  1.81  0.412
C  -1.67  1.46  1.36  -0.383
C  -0.74  1.95  2.28  -1.274
C  -0.57  1.47  3.54  -0.016
C  -1.35  0.38  4.03  -0.942
C  -2.26  -0.13  3.13  -0.532
H  -4.91  0.99  -0.67  0.688
H  -3.34  1.01  -1.24  0.869
H  -3.82  -0.51  -3.95  0.311
H  -3.57  -2.03  -3.11  0.228
H  0.33  0.68  -1.36  -0.403
H  0.74  3.09  -1.36  0.146
H  -0.58  4.63  -2.85  0.360
H  -2.14  3.74  -4.31  0.376
H  -3.04  1.45  -4.04  0.406
H  -2.47  -3.66  -3.59  0.276
H  -1.79  -4.85  -5.41  0.285
H  0.06  -4.37  -6.69  0.485
H  1.20  -1.96  -6.48  0.372
H  0.25  -0.43  -4.77  0.305
H  -5.55  -3.11  -2.11  0.300
H  -7.86  -3.52  -2.73  0.487
H  -9.32  -1.60  -3.50  0.341
H  -8.50  0.70  -3.32  0.302
H  -6.04  1.07  -2.51  0.594
H  -6.40  -1.81  1.03  0.273
H  -8.34  -1.37  2.43  0.487
H  -8.22  0.46  4.12  0.430
H  -6.39  1.99  4.14  0.444
H  -4.48  1.68  2.60  0.365
H  -1.87  1.87  0.44  0.922
H  -0.42  2.92  2.01  0.753
H  0.00  2.07  4.33  0.138
H  -1.31  0.11  5.13  0.425
H  -2.98  -0.88  3.48  0.507
O  2.06  2.53  0.88  -0.892
N  -0.32  -3.80  3.06  -1.078
N  0.02  -2.88  2.13  0.931
N  -0.44  -2.73  0.93  -0.623
C  0.23  -1.77  0.43  -0.552
N  1.00  -1.18  1.42  0.917
N  0.80  -1.81  2.54  -0.389
H  -0.72  -3.34  3.89  0.287
H  0.48  -4.39  3.39  0.287
H  -0.09  -1.31  -0.56  -0.106

=====

Largest force on an atom in eV/Å, matching the order above: 2.96; 2.43; 4.47; 4.44
Energy above the lowest of the compared OMol25 structures with the same formula, charge and spin in kcal per mole, matching the order above: 31.6; 26.4; 113.1; 0.0
M in g/mol, matching the order above: 303.258; 104.109; 378.284; 1057.118